ORCA calculation (ωB97M-V with the def2-TZVPD basis set) on a structure of composition C24H19BaIN2O2 in a non-equilibrium geometry.

```
! RIJCOSX wB97M-V def2-TZVPD def2/J DEFGRID3
* xyz 0 1
Ba -3.424 1.239 -0.823
I -3.171 1.264 2.856
O 3.951 2.214 1.305
O -1.456 1.990 -1.013
N -0.448 2.823 2.169
N 1.837 1.267 -2.258
C -0.128 1.933 -1.069
C 1.429 -0.073 3.537
C 0.515 1.314 -2.159
C -1.122 -3.110 -1.549
C 2.981 3.121 0.790
C 1.162 1.156 2.960
C 0.989 -2.871 -0.385
C 2.572 1.833 -1.304
C -0.145 1.544 2.664
C -3.632 -2.099 -2.197
C -0.731 -1.219 -0.090
C -3.198 -3.332 -2.745
C -1.599 -1.900 -0.982
C -0.297 0.701 -3.257
C -2.884 -1.348 -1.315
C 2.043 2.469 -0.191
C 0.525 -1.674 0.198
C 0.177 -3.574 -1.230
C 0.654 2.492 -0.055
C -0.911 -0.575 3.573
C -1.171 0.672 3.028
C -0.069 3.221 1.027
C -1.966 -3.824 -2.436
C 0.397 -0.954 3.824
H 2.416 3.583 1.608
H -0.911 1.458 -3.753
H 0.524 -4.498 -1.679
H 1.967 1.850 2.775
H 0.372 0.254 -3.988
H 3.576 1.327 1.269
H 1.161 -1.116 0.874
H 0.602 -1.924 4.256
H -1.613 -4.756 -2.864
H -0.374 4.237 0.766
H -4.619 -1.755 -2.511
H -3.844 -3.880 -3.422
H 1.986 -3.229 -0.162
H -1.078 -0.307 0.387
H 3.648 1.791 -1.435
H 2.453 -0.341 3.763
H 3.544 3.919 0.301
H -0.963 -0.073 -2.868
H -1.729 -1.241 3.809
*
```

Computed properties:
- E_LUMO (eV) = -0.745
- M (g/mol) = 631.66
- F_max (eV Å⁻¹) = 2.82
- ΔE to the lowest compared entry with this formula, charge and spin (kcal/mol) = 0.00
- frontier orbital gap (eV) = 6.6
- E_HOMO (eV) = -7.32

ORCA calculation (ωB97M-V with the def2-TZVPD basis set) on an isolated molecule of C5H6O2.

```
! RIJCOSX wB97M-V def2-TZVPD def2/J DEFGRID3
* xyz 0 1
O 2.257 1.035 -1.053
O -1.636 0.931 -1.180
C -2.233 0.150 -0.486
C -0.140 -0.568 0.578
C 1.030 -0.304 0.466
C -1.584 -0.745 0.561
C 2.353 0.206 0.090
H -3.331 0.042 -0.572
H -2.047 -0.502 1.524
H 3.012 -0.627 -0.164
H -1.873 -1.778 0.345
H 1.372 1.423 -1.043
H 2.819 0.737 0.933
*
```

Computed properties:
- E_LUMO (eV) = 0.809
- M (g/mol) = 98.10
- F_max (eV Å⁻¹) = 0.64
- ΔE to the lowest compared entry with this formula, charge and spin (kcal/mol) = 56.11
- frontier orbital gap (eV) = 10.7
- structure (SMILES) = O=CCC#CCO
- E_HOMO (eV) = -9.89

ORCA calculation (ωB97M-V with the def2-TZVPD basis set) on a structure of composition C5H6O.

```
! RIJCOSX wB97M-V def2-TZVPD def2/J DEFGRID3
* xyz 0 1
O 2.596 -0.510 0.284
C 0.514 -1.439 -0.137
C 1.406 -0.306 0.065
C 0.800 1.043 -0.061
C -0.526 1.112 -0.169
C -1.329 -0.138 -0.114
H -2.184 -0.132 -0.807
H 0.360 -2.034 0.769
H -1.692 -0.404 0.879
H 1.456 1.907 -0.044
H -1.045 2.059 -0.303
H -0.683 -1.079 -0.610
*
```

Computed properties:
- E_LUMO (eV) = -0.088
- M (g/mol) = 82.10
- F_max (eV Å⁻¹) = 0.63
- ΔE to the lowest compared entry with this formula, charge and spin (kcal/mol) = 90.77
- frontier orbital gap (eV) = 9.0
- E_HOMO (eV) = -9.05

ORCA calculation (ωB97M-V with the def2-TZVPD basis set) on an isolated molecule of C19H32N4O4.

```
! RIJCOSX wB97M-V def2-TZVPD def2/J DEFGRID3
* xyz 0 1
O -4.857 0.407 -1.664
O -5.316 -0.811 0.187
O 1.483 -3.226 -0.273
O -1.338 -1.561 -0.595
N -0.130 0.777 1.396
N 2.645 -0.876 1.641
N -4.215 1.140 0.382
N 3.480 0.278 -0.948
C -1.497 1.266 1.312
C -5.788 -1.885 -0.625
C 1.505 -1.082 0.968
C -2.504 0.258 1.883
C -4.715 -2.958 -0.755
C 4.855 -1.151 0.539
C -3.317 2.122 -0.185
C 3.775 2.396 0.297
C 3.789 -1.740 1.466
C 2.583 0.232 -2.093
C 0.290 -0.395 0.873
C -3.922 0.820 1.760
C 1.018 -2.178 0.118
C -0.283 -1.419 -0.015
C 1.493 1.295 -2.026
C -1.877 1.606 -0.134
C -4.782 0.239 -0.471
C 4.324 -0.906 -0.875
C 4.239 1.522 -0.868
H 5.176 -0.835 -1.574
H -3.808 -2.530 -1.176
H 3.727 -1.771 -1.170
H -6.677 -2.272 -0.121
H 3.427 -2.685 1.059
H -2.273 0.042 2.928
H 2.702 2.558 0.245
H -4.652 0.098 2.121
H -3.416 3.051 0.385
H 1.900 2.297 -2.139
H 4.277 3.360 0.262
H 5.238 -0.221 0.963
H 5.306 1.306 -0.744
H -5.068 -3.753 -1.405
H -2.447 -0.668 1.311
H 4.229 -1.928 2.453
H 2.846 0.065 1.952
H -4.015 1.743 2.344
H 0.777 1.126 -2.826
H -1.197 2.360 -0.535
H 0.971 1.229 -1.077
H 5.682 -1.861 0.486
H -4.478 -3.376 0.221
H -6.060 -1.490 -1.608
H -1.807 0.707 -0.746
H 4.139 2.090 -1.801
H 3.137 0.336 -3.043
H 2.102 -0.749 -2.093
H -1.532 2.184 1.911
H -3.620 2.296 -1.218
H 4.010 1.925 1.250
H 0.465 1.197 2.093
*
```

Computed properties:
- E_LUMO (eV) = 0.363
- M (g/mol) = 380.49
- F_max (eV Å⁻¹) = 0.73
- ΔE to the lowest compared entry with this formula, charge and spin (kcal/mol) = 55.50
- frontier orbital gap (eV) = 8.3
- structure (SMILES) = CCOC(=O)N1CCC(Nc2c(NCCCN(CC)CC)c(=O)c2=O)CC1
- E_HOMO (eV) = -7.92